[1]
{
  "formula": "C12H18CeI2O4RhS2",
  "method": "ωB97M-V/def2-TZVPD",
  "elements": ["I", "I", "Ce", "Rh", "S", "S", "C", "C", "C", "C", "C", "C", "C", "C", "C", "C", "C", "O", "O", "O", "H", "H", "H", "H", "H", "H", "H", "H", "H", "H", "H", "H", "H", "H", "H", "H", "H", "H", "O", "C"],
  "coordinates": [[-0.1449, -2.8426, 2.4466], [-0.2528, 0.4378, -3.7613], [0.1061, 1.2675, -0.9673], [0.0403, -0.1548, 1.6015], [1.3652, -1.0288, -0.4399], [-1.6536, -0.6077, -0.2575], [1.4659, 0.5477, 2.5682], [3.2113, -1.0685, -0.5585], [-3.4309, -0.1510, -0.0190], [3.5366, -0.8964, -2.0375], [3.8268, 0.0270, 0.2900], [3.6618, -2.4336, -0.0492], [-4.1029, -0.3712, -1.3739], [-3.5723, 1.2885, 0.4416], [-3.9918, -1.1294, 1.0091], [2.2526, 2.9206, -0.9837], [-1.1525, 3.6490, -0.7860], [2.2759, 0.9289, 3.3072], [3.1456, 3.6515, -1.0316], [-1.8020, 4.5942, -0.6942], [3.1798, 0.0597, -2.4387], [3.0793, -1.7026, -2.6190], [4.6235, -0.9414, -2.1744], [3.4623, 1.0361, 0.0227], [4.9251, -0.0048, 0.1449], [3.6262, -0.1554, 1.3548], [3.3622, -2.5734, 0.9962], [4.7572, -2.4911, -0.1136], [3.2310, -3.2346, -0.6623], [-5.1685, -0.1192, -1.2921], [-4.0161, -1.4240, -1.6691], [-3.6547, 0.2463, -2.1629], [-4.6100, 1.4390, 0.7813], [-3.3824, 2.0054, -0.3672], [-2.9121, 1.5186, 1.2855], [-5.0671, -0.9491, 1.1320], [-3.5040, -1.0125, 1.9816], [-3.8502, -2.1568, 0.6574], [-1.7352, 1.1418, 3.6607], [-1.1308, 0.6893, 2.7776]],
  "relative_energy_kj_mol": 1.3,
  "lumo_energy_ev": [-14.7, -17.7],
  "orbital_gap_ev": [8.2, 4.9],
  "total_charge": 4,
  "spin_multiplicity": 6
}

---

[2]
{
  "formula": "C23H48N2O4",
  "method": "ωB97M-V/def2-TZVPD",
  "elements": ["C", "C", "C", "O", "C", "N", "C", "O", "C", "C", "C", "C", "C", "C", "C", "O", "C", "C", "H", "H", "H", "H", "H", "H", "H", "H", "H", "H", "H", "H", "H", "H", "H", "H", "H", "H", "H", "H", "H", "H", "H", "H", "H", "H", "H", "H", "H", "H", "C", "C", "C", "C", "C", "C", "N", "O", "C", "C", "C", "H", "H", "H", "H", "H", "H", "H", "H", "H", "H", "H", "H", "H", "H", "H", "H", "H", "H"],
  "coordinates": [[-0.5688, -3.4732, -1.2683], [-0.7564, -2.4929, -2.4754], [0.0607, -1.1533, -2.3057], [0.1912, -0.8049, -0.9219], [0.3074, 0.5655, -0.7217], [1.7073, 1.0309, -0.4074], [2.3260, 2.1428, -1.2285], [3.7316, 1.9638, -1.0712], [3.8821, 0.5220, -1.2391], [5.3104, -0.0450, -1.0976], [5.4161, -1.5461, -1.5728], [5.1590, -1.6924, -3.1222], [4.4183, -3.0074, -3.5291], [2.9753, -3.1466, -2.8830], [2.6679, -4.6578, -2.5477], [2.3906, -4.9364, -1.1837], [3.3883, -4.4263, -0.3123], [2.8114, 0.0519, -0.1699], [-1.0460, -4.4426, -1.5443], [0.5041, -3.6869, -1.0755], [-1.0490, -3.1219, -0.3319], [-0.3723, -3.0120, -3.3841], [-1.8447, -2.2870, -2.5692], [-0.4600, -0.3901, -2.9248], [1.0513, -1.3355, -2.7828], [-0.3455, 0.8474, 0.1403], [-0.0740, 1.1683, -1.5818], [1.5853, 1.4907, 0.4981], [1.9894, 2.2098, -2.2863], [2.1779, 3.1393, -0.7525], [3.3574, 0.3415, -2.2145], [5.5948, -0.0515, -0.0167], [6.0481, 0.6133, -1.6073], [4.7468, -2.1817, -0.9595], [6.4723, -1.8419, -1.3750], [4.6605, -0.7694, -3.5036], [6.1642, -1.7039, -3.6058], [5.0477, -3.9078, -3.3499], [4.2785, -2.9668, -4.6369], [2.2705, -2.8310, -3.6915], [2.8085, -2.4457, -2.0396], [3.4567, -5.3197, -2.9839], [1.7358, -4.9223, -3.1026], [4.3838, -4.3040, -0.7890], [3.0556, -3.3987, 0.0090], [3.4633, -5.0101, 0.6319], [2.6221, -1.0344, -0.2161], [3.1962, 0.3393, 0.8302], [-4.5491, 2.5215, 4.8837], [-3.5056, 2.9479, 3.8126], [-3.8703, 4.3112, 3.1910], [-4.9462, 4.2627, 2.1139], [-4.6168, 3.1969, 1.0784], [-4.3961, 1.8186, 1.7184], [-3.3743, 1.8561, 2.8053], [-2.1894, 1.9612, 2.2385], [-5.7500, 1.3042, 2.2509], [-4.0210, 0.8065, 0.6218], [-2.2108, 3.1730, 4.6202], [-5.0615, 1.5926, 4.6410], [-4.0781, 2.3176, 5.8468], [-5.3069, 3.2901, 5.0472], [-2.9735, 4.7523, 2.7412], [-4.1812, 5.0035, 3.9767], [-5.9277, 4.0822, 2.5610], [-5.0128, 5.2367, 1.6226], [-5.4197, 3.1409, 0.3395], [-3.7191, 3.4993, 0.5268], [-5.6371, 0.3371, 2.7454], [-6.4551, 1.1690, 1.4286], [-6.2329, 1.9886, 2.9463], [-3.1389, 1.1115, 0.0554], [-4.8349, 0.7047, -0.0973], [-3.8319, -0.1809, 1.0486], [-1.8439, 2.2396, 5.0522], [-2.4001, 3.8684, 5.4399], [-1.4131, 3.6081, 4.0163]],
  "lumo_energy_ev": [-2.6, -2.6],
  "orbital_gap_ev": [8.3, 9.1],
  "total_charge": 1,
  "spin_multiplicity": 2
}

---

[3]
{
  "formula": "CH4NOP",
  "method": "ωB97M-V/def2-TZVPD",
  "elements": ["C", "N", "O", "P", "H", "H", "H", "H"],
  "coordinates": [[-1.0476, -0.3159, -0.0319], [-0.1158, 0.7373, -0.2517], [3.2362, 0.4888, 0.2312], [2.2531, -0.5462, 0.0145], [-0.9960, -0.9689, -0.8204], [-1.0241, -0.9852, 0.7934], [-2.0303, -0.0170, -0.1552], [-0.2756, 1.6071, 0.2201]],
  "relative_energy_kj_mol": 359.6,
  "lumo_energy_ev": [-0.7, -1.3],
  "orbital_gap_ev": [8.9, 6.0]
}

---

[4]
{
  "formula": "C4H6O2S",
  "method": "ωB97M-V/def2-TZVPD",
  "elements": ["S", "C", "C", "O", "C", "O", "C", "H", "H", "H", "H", "H", "H"],
  "coordinates": [[1.6520, -1.7992, 1.5474], [0.7063, -0.8451, 0.6802], [0.6982, 0.6817, 0.8583], [0.4908, 1.3706, -0.3175], [-0.6893, 1.0092, -0.9873], [-0.4511, -0.3384, -1.4139], [-0.3062, -1.3106, -0.3802], [-0.1145, 1.0603, 1.6232], [1.6388, 1.0026, 1.3096], [-0.7068, 1.5973, -1.9773], [-1.6772, 1.1323, -0.3686], [-0.0536, -2.1951, -0.9046], [-1.1875, -1.3656, 0.3308]],
  "relative_energy_kj_mol": 179.8,
  "smiles": "S=C1COCOC1",
  "lumo_energy_ev": -0.3,
  "orbital_gap_ev": 8.5
}

---

[5]
{
  "formula": "C27H53F36N7P6",
  "method": "ωB97M-V/def2-TZVPD",
  "elements": ["C", "C", "C", "N", "C", "C", "C", "C", "C", "C", "H", "H", "H", "H", "H", "H", "H", "H", "H", "H", "H", "H", "H", "H", "H", "H", "H", "H", "H", "H", "C", "C", "N", "C", "C", "N", "C", "C", "H", "H", "H", "H", "H", "H", "H", "H", "H", "H", "H", "C", "C", "N", "C", "C", "N", "C", "C", "H", "H", "H", "H", "H", "H", "H", "H", "H", "H", "H", "C", "C", "N", "C", "C", "N", "C", "C", "H", "H", "H", "H", "H", "H", "H", "H", "H", "H", "H", "P", "F", "F", "F", "F", "F", "F", "P", "F", "F", "F", "F", "F", "F", "P", "F", "F", "F", "F", "F", "F", "P", "F", "F", "F", "F", "F", "F", "P", "F", "F", "F", "F", "F", "F", "P", "F", "F", "F", "F", "F", "F"],
  "coordinates": [[-5.8904, -9.3946, 0.7354], [-5.9082, -7.8234, 0.6566], [-4.7135, -7.1401, 1.4441], [-4.5013, -5.6383, 1.2735], [-4.2867, -5.3203, -0.1912], [-3.7762, -3.8514, -0.2772], [-2.5793, -3.4402, 0.6531], [-3.0041, -3.7235, 2.1191], [-3.3612, -5.2550, 2.1446], [-5.8155, -4.9015, 1.8052], [-6.0718, -9.8366, 1.7151], [-4.9705, -9.7994, 0.3132], [-6.7348, -9.7835, 0.1664], [-6.9041, -7.4613, 0.9118], [-5.8185, -7.5409, -0.3923], [-3.7434, -7.5573, 1.1741], [-4.8756, -7.1903, 2.5208], [-3.4758, -5.9116, -0.6166], [-5.2140, -5.3262, -0.7641], [-3.5785, -3.5960, -1.3182], [-4.7032, -3.2915, -0.1538], [-1.6844, -3.9273, 0.2657], [-2.3179, -2.4197, 0.3731], [-2.1963, -3.4811, 2.8096], [-3.8405, -3.0971, 2.4293], [-2.4624, -5.7165, 1.7356], [-3.6081, -5.5515, 3.1640], [-5.7573, -3.8143, 1.8586], [-5.9513, -5.2465, 2.8302], [-6.5940, -5.2784, 1.1420], [2.5128, 12.1098, -4.3322], [1.7975, 11.9491, -2.9828], [1.0604, 10.7112, -2.9536], [-0.2013, 10.5500, -3.4156], [-0.4469, 9.1994, -3.3290], [0.5513, 8.5541, -2.5788], [1.5415, 9.4899, -2.5746], [0.6323, 7.2163, -2.0655], [1.7855, 12.1583, -5.1427], [3.1916, 11.2701, -4.4813], [3.2124, 12.9457, -4.3337], [1.2117, 12.8045, -2.6463], [2.5591, 11.7983, -2.2178], [-0.7176, 11.3873, -3.8613], [-1.3727, 8.7193, -3.6096], [2.4790, 9.3440, -2.0587], [-0.2632, 6.6425, -2.3044], [0.7959, 7.2676, -0.9891], [1.5191, 6.7002, -2.4335], [4.2013, -3.7840, -4.8613], [3.9335, -2.7165, -3.6928], [4.0820, -3.3292, -2.3868], [4.7925, -2.8135, -1.3002], [4.6396, -3.6029, -0.2461], [3.9287, -4.7212, -0.6554], [3.5026, -4.5779, -1.9658], [3.6284, -5.8145, 0.1432], [4.4272, -3.3650, -5.8418], [3.2890, -4.3612, -5.0117], [4.9733, -4.5183, -4.6311], [2.9888, -2.1771, -3.7613], [4.7435, -2.0052, -3.8538], [5.1799, -1.8056, -1.3210], [4.8689, -3.4786, 0.8019], [2.8504, -5.2001, -2.5606], [4.1367, -5.8893, 1.1044], [4.0736, -6.6423, -0.4088], [2.5588, -5.9636, 0.2913], [1.9382, 4.2292, 0.4940], [0.6666, 3.5094, 0.9919], [0.6758, 2.0355, 1.0438], [-0.4592, 1.2718, 1.1936], [-0.1414, -0.1039, 1.1340], [1.2349, -0.1725, 1.0051], [1.7309, 1.1476, 1.0008], [2.1344, -1.3671, 1.0295], [1.9835, 4.4657, -0.5691], [2.8285, 3.7492, 0.9001], [1.8795, 5.2191, 0.9466], [-0.3393, 3.8145, 0.7036], [0.6135, 3.7915, 2.0434], [-1.4225, 1.7124, 1.4038], [-0.6738, -1.0318, 1.2820], [2.7227, 1.5184, 0.7878], [2.8719, -1.1670, 1.8067], [2.4315, -1.5463, -0.0038], [1.5625, -2.2270, 1.3781], [0.0400, -2.0424, -2.2312], [0.6086, -3.0924, -1.1065], [0.9245, -2.8984, -3.3531], [-1.1994, -3.1193, -2.5675], [-0.4235, -1.1162, -3.4933], [-0.8257, -1.3340, -1.1074], [1.2487, -1.0234, -2.0551], [0.9789, -4.9933, 3.5034], [1.4192, -4.8624, 1.9362], [-0.3115, -5.8739, 3.0380], [1.9196, -6.2972, 3.5621], [0.6509, -5.0047, 5.1337], [2.2709, -4.1271, 3.8512], [0.1941, -3.6394, 3.3638], [2.8989, 4.0487, 4.8873], [2.0502, 4.1224, 6.3077], [1.9828, 5.3667, 4.3743], [3.9098, 5.0993, 5.5188], [3.7282, 3.9349, 3.5167], [3.7001, 2.7287, 5.5239], [1.7319, 3.0866, 4.2628], [-2.8372, 5.6043, 0.2917], [-4.1872, 4.8237, -0.1282], [-2.6924, 4.5943, 1.5909], [-2.0548, 4.5147, -0.5996], [-1.4147, 6.2863, 0.6124], [-2.9938, 6.6401, -0.8876], [-3.5981, 6.7753, 1.2208], [5.2471, 1.4879, -1.2520], [5.6627, 0.5816, -2.4656], [5.5361, 0.3348, -0.1393], [6.7507, 2.0049, -1.1199], [4.7949, 2.5057, -0.0764], [4.9281, 2.6288, -2.3445], [3.7388, 0.8860, -1.3807], [-4.3900, 0.0863, 1.8502], [-4.7992, -0.7335, 3.2150], [-2.9448, -0.5227, 1.9825], [-5.0738, -1.1302, 1.0542], [-3.9547, 0.9211, 0.5097], [-5.8498, 0.8013, 1.8129], [-3.9119, 1.3610, 2.7562]],
  "lumo_energy_ev": 1.6,
  "orbital_gap_ev": 5.8,
  "total_charge": -2
}

---

[6]
{
  "formula": "C3H5NO",
  "method": "ωB97M-V/def2-TZVPD",
  "elements": ["H", "N", "C", "C", "C", "O", "H", "H", "H", "H"],
  "coordinates": [[2.7507, 0.1568, 0.4690], [2.0695, -0.0979, -0.1685], [0.9566, -0.1053, 0.4182], [-0.1813, -0.5237, -0.4441], [-1.4923, 0.4437, -0.1802], [-1.3201, -0.7901, 0.3622], [0.7214, 0.2413, 1.4401], [-0.0754, -1.2149, -1.3239], [-1.0857, 1.3192, 0.3925], [-2.3435, 0.5709, -0.9653]],
  "relative_energy_kj_mol": 270.8,
  "smiles": "[H]/N=C/[C@@H]1CO1",
  "lumo_energy_ev": 1.1,
  "orbital_gap_ev": 10.8
}